Entry 1:
61
Properties=species:S:1:pos:R:3:forces:R:3:lowdin_charge:R:1 method="wB97M-V/def2-TZVPD" charge=-1 molar_mass_g_mol=644.63 spin_multiplicity=5 e_above_lowest_kcal_mol=32.0 homo_lumo_gap_ev="5.36 / 5.25" lumo_energy_ev="2.3 / 0.4"
Rh 0.949 -0.554 0.079 0.6 -1.0 -0.1 0.900
H 2.276 0.913 -5.884 0.0 0.0 0.0 0.096
H -1.570 0.995 -2.386 0.0 0.1 0.0 0.110
H 2.982 3.543 4.648 0.0 0.0 0.0 0.095
C -3.792 1.364 0.297 0.0 -0.1 0.1 -0.023
H -5.852 1.698 -0.141 0.0 0.0 0.0 0.099
H 1.947 3.392 2.410 0.0 0.1 0.0 0.087
H -1.720 3.613 1.705 0.1 0.1 0.0 0.107
C 2.527 2.571 2.804 -0.1 -0.1 -0.1 -0.142
H 1.930 -5.863 3.251 0.0 -0.1 0.0 0.020
O 2.802 -1.262 0.818 -1.0 -0.1 -0.9 -0.182
H 0.900 -4.411 3.436 0.1 0.0 0.1 0.001
N 1.088 -2.312 -1.270 -0.5 2.1 0.9 -0.144
S 1.986 1.509 0.413 -0.5 0.0 -0.5 0.730
C -2.413 -1.756 -0.595 0.2 0.2 0.1 -0.063
C 1.880 -0.588 -4.423 0.0 0.0 0.1 -0.045
C 3.651 -0.933 1.703 0.7 0.5 0.8 -0.619
C 3.842 1.576 4.537 0.0 0.0 0.1 -0.097
H 4.539 -0.413 4.128 0.1 0.0 0.0 0.113
C 1.646 -4.907 2.822 -0.2 0.1 -0.4 -0.427
C -3.768 3.972 1.222 -0.1 0.1 0.0 -0.101
H 2.154 -1.421 -5.054 0.0 -0.1 -0.1 0.102
H -4.348 -2.113 -3.344 0.0 -0.1 -0.1 0.094
H -2.193 -2.237 0.348 0.0 0.0 0.0 0.067
C 1.481 -0.847 -3.085 -0.1 0.1 -0.1 -0.282
O 4.656 -1.591 1.951 0.0 0.0 0.1 0.037
H 0.896 2.206 -2.033 0.0 0.1 0.1 0.078
H 2.520 -4.275 2.694 0.1 0.0 0.1 0.034
H 1.686 -3.004 -3.153 0.0 0.0 0.1 0.115
N 1.161 -3.479 -0.692 0.5 -1.9 0.0 -0.093
C 3.973 0.435 3.768 0.1 -0.1 0.0 -0.032
H -0.617 1.595 1.550 0.0 -0.1 -0.1 0.074
C -2.968 -0.506 -2.998 -0.1 0.0 -0.2 -0.083
S 0.938 -5.256 1.179 0.1 -0.4 0.2 0.780
C -4.934 3.445 0.689 0.0 0.1 0.1 -0.111
H -3.835 0.340 -0.033 0.0 -0.1 0.0 0.100
C -3.609 -1.694 -2.674 -0.1 0.1 0.0 -0.096
C -0.945 0.140 0.084 0.4 0.6 0.7 -0.282
C 1.578 1.750 -4.017 0.0 0.1 0.1 -0.089
C 3.405 0.340 2.503 -0.1 -0.1 -0.1 -0.145
C 1.432 -2.139 -2.546 0.1 -0.3 -0.1 -0.087
C -4.939 2.134 0.243 -0.1 0.0 0.0 -0.087
H 4.314 1.635 5.509 0.0 0.0 0.1 0.093
C 0.822 -3.624 0.543 0.0 0.5 -0.3 -1.089
H 1.645 2.780 -4.328 -0.1 0.1 0.0 0.086
C -2.057 0.064 -2.132 0.1 -0.1 0.3 -0.047
C -2.601 1.887 0.803 -0.5 0.2 0.0 -0.202
H -3.196 -0.011 -3.932 0.0 0.0 -0.1 0.099
C -1.788 -0.540 -0.898 -0.3 -0.4 -0.5 -0.285
N 1.135 0.195 -2.271 0.0 -0.5 0.4 0.025
H -3.812 -3.247 -1.212 0.0 -0.1 0.0 0.100
C 3.106 2.648 4.052 0.1 0.0 0.1 -0.105
C -2.624 3.201 1.282 0.1 -0.1 0.0 -0.045
C 1.944 0.701 -4.875 0.0 -0.1 0.0 -0.101
C -1.329 1.169 0.848 0.4 -0.3 -0.1 -0.094
C 1.178 1.428 -2.731 0.1 0.3 -0.3 -0.209
H -3.756 4.986 1.601 0.0 0.0 0.0 0.096
S 0.173 -2.393 1.603 0.0 0.8 -0.6 0.639
C 2.672 1.427 2.015 0.2 -0.2 0.2 -0.579
C -3.317 -2.322 -1.473 -0.1 0.0 -0.1 -0.082
H -5.831 4.045 0.646 -0.1 0.0 0.0 0.092


Entry 2:
59
Properties=species:S:1:pos:R:3:forces:R:3:lowdin_charge:R:1 method="wB97M-V/def2-TZVPD" charge=+1 molar_mass_g_mol=594.31 spin_multiplicity=1 homo_lumo_gap_ev="4.98 / 4.97" lumo_energy_ev="-4.9 / -4.9"
H 4.151 -2.430 -1.279 0.1 0.3 0.0 0.116
H -3.615 -4.011 2.379 -0.4 0.2 0.4 0.114
H 3.985 2.589 1.375 -0.3 -0.3 0.6 0.116
H 6.322 -1.411 -1.766 -0.4 0.6 0.5 0.125
H 0.926 -0.288 2.136 -0.9 0.4 0.5 0.109
H -4.227 -1.996 3.666 -0.6 0.3 0.8 0.097
C 2.066 0.417 3.866 -2.3 -1.3 1.1 -0.088
C 4.013 1.673 3.331 -0.4 -0.2 -0.3 -0.053
C -2.363 -1.689 0.287 1.3 0.0 -2.7 -0.247
N -2.848 1.825 0.977 -0.4 -5.7 0.8 0.088
H 6.347 1.291 -1.695 0.8 -0.4 -0.4 0.099
O 0.567 0.657 0.061 0.3 0.8 -1.2 -0.746
H -3.722 0.393 2.668 0.4 -1.8 -0.4 0.133
H 0.916 -4.117 -3.486 -0.2 0.0 -0.1 0.115
C -0.105 -3.830 -3.235 1.7 -0.6 -0.9 -0.098
C 3.124 0.768 -0.927 0.5 -0.2 0.1 -0.380
C -2.643 -2.950 0.847 -2.1 1.1 1.1 0.018
H 4.997 2.081 3.525 -0.1 -0.1 0.3 0.112
C -2.612 -3.042 -2.385 0.6 -2.3 -1.8 -0.017
C 5.464 -0.768 -1.502 0.7 1.4 -0.8 -0.061
H -3.312 -4.585 -3.673 -0.3 -0.5 -0.2 0.095
C -2.210 4.066 -1.646 0.9 0.0 -0.5 -0.162
H -3.622 -2.837 -2.032 0.4 0.2 -0.1 0.120
N -1.658 -1.470 -0.881 0.6 1.4 0.7 -0.088
C -0.268 -2.692 -2.517 0.9 0.5 1.7 -0.060
C 1.554 0.471 2.574 1.8 1.5 -1.9 -0.035
C -3.438 -0.609 2.201 -1.0 0.7 0.7 0.008
H -3.483 6.247 0.526 -0.3 0.6 0.7 0.100
C -3.409 -3.000 2.050 2.3 -1.6 -3.3 -0.042
C 3.060 -0.608 -0.969 0.5 -0.7 0.2 -0.063
N -2.202 2.921 -0.979 -1.5 0.3 2.9 -0.040
C 5.504 0.646 -1.569 -2.6 0.5 0.5 -0.028
Sn -1.121 0.721 -1.424 0.1 -1.2 -0.7 1.305
C -1.155 -4.616 -3.627 -1.3 0.8 -0.5 -0.083
C 2.221 1.382 1.690 1.6 -1.1 1.6 -0.369
H -1.043 -5.412 -4.334 0.1 -0.5 0.0 0.105
C -2.415 -4.143 -3.298 -0.7 1.4 1.5 -0.050
C -2.818 -0.526 0.932 0.2 2.3 0.8 -0.210
H 2.080 -1.060 -0.718 1.0 -0.1 -0.1 0.104
C 4.296 1.407 -1.359 1.4 -0.7 0.6 -0.067
H 3.671 0.661 5.247 -0.1 0.3 -0.4 0.120
N -2.596 0.711 0.299 -0.4 0.7 2.6 -0.029
H 0.606 -2.216 -2.106 0.3 0.3 -0.1 0.089
C -3.155 5.299 0.181 0.9 1.0 -3.2 -0.038
C -3.307 4.140 0.869 0.2 -2.4 0.2 0.013
C -1.474 -2.383 -1.940 -2.5 -0.2 1.2 -0.359
C 4.247 -1.342 -1.268 -2.3 -0.9 0.3 -0.065
H -2.561 -3.734 0.133 0.5 -1.1 0.3 0.100
H 1.352 -0.028 4.619 1.3 -0.1 -0.8 0.135
C -2.598 5.315 -1.168 0.2 -1.6 1.7 -0.006
H -3.863 4.026 1.823 0.7 0.3 -0.7 0.132
C 3.293 0.892 4.248 0.6 0.9 -0.1 -0.060
C -2.763 2.928 0.293 0.4 4.4 -3.1 -0.349
H -1.748 3.885 -2.609 -0.1 0.8 -0.4 0.108
C -3.768 -1.860 2.723 0.6 2.0 0.1 -0.085
H -2.277 6.164 -1.774 -0.8 0.1 0.5 0.113
S 1.813 1.634 -0.008 -1.5 -1.0 0.0 1.070
C 3.435 1.954 2.097 0.2 0.5 -0.5 -0.094
H 4.388 2.488 -1.451 -0.2 -0.2 0.2 0.110


Entry 3:
65
Properties=species:S:1:pos:R:3:forces:R:3:lowdin_charge:R:1 method="wB97M-V/def2-TZVPD" charge=-1 molar_mass_g_mol=826.72 spin_multiplicity=1 e_above_lowest_kcal_mol=10.0 homo_lumo_gap_ev=6.74 lumo_energy_ev=2.7
F -5.890 -2.255 1.839 0.0 0.0 0.0 0.082
F -3.042 -3.810 -1.414 0.0 0.0 0.0 0.033
H -1.571 0.971 -2.059 0.0 0.0 0.0 0.043
C 4.175 -3.734 -2.702 0.0 0.0 0.0 -0.098
F -1.907 0.051 2.125 0.0 0.0 0.0 0.091
H -1.718 2.000 0.209 0.0 0.0 0.0 0.082
H 1.412 -4.066 -0.768 0.0 0.0 0.0 0.103
H -5.166 0.506 0.267 0.0 0.0 0.0 0.082
C 2.029 -4.838 4.378 0.0 0.0 0.0 -0.102
H 5.627 -2.163 -2.518 0.0 0.0 0.0 0.099
C 4.079 -1.988 -1.049 0.0 0.0 0.0 -0.102
C -2.654 0.854 -2.081 0.0 0.0 0.0 -0.063
C -2.350 -1.678 -0.732 -0.1 -0.2 -0.1 -0.572
Ir 0.638 -0.321 -0.813 -0.3 0.0 0.2 0.633
F -3.714 -1.516 3.305 0.0 0.0 0.0 0.083
H 0.570 -3.559 5.301 0.0 0.0 0.0 0.099
H 3.425 -4.319 1.338 0.0 0.0 0.0 0.095
C 4.274 -0.580 2.161 0.0 0.0 0.0 -0.103
C 5.016 0.390 2.820 0.0 0.0 0.0 -0.089
S -0.847 -1.890 -1.605 0.2 0.1 0.0 0.590
H 2.045 -5.545 5.198 0.0 0.0 0.0 0.095
C 2.856 1.823 -1.221 -0.1 -0.1 -0.2 -0.555
H 2.556 -5.145 -2.669 0.0 0.0 0.0 0.101
H -3.099 1.740 -2.538 0.0 0.0 0.0 0.086
C 2.992 -4.269 -2.207 0.0 0.0 0.0 -0.084
H 1.416 1.159 1.634 0.0 0.0 0.0 0.087
H 0.521 -1.959 3.416 0.0 0.0 0.0 0.104
H 4.481 -1.074 -0.629 0.0 0.0 0.0 0.099
H 2.728 2.887 2.844 0.0 0.0 0.0 0.103
C 2.804 -4.144 2.209 0.0 0.0 0.0 -0.099
C -2.806 1.946 0.140 0.0 0.0 0.0 -0.033
H 6.026 0.171 3.144 0.0 0.0 0.0 0.098
C 1.180 -2.820 3.386 -0.1 0.0 0.0 -0.087
C 2.827 -5.049 3.264 0.0 0.0 0.0 -0.096
C 2.355 -3.672 -1.131 0.0 0.0 0.0 -0.128
C -4.493 -2.704 0.034 -0.1 0.0 0.2 -0.156
H 4.668 -4.198 -3.547 0.0 0.0 0.0 0.095
C -3.214 0.715 -0.669 0.0 0.1 0.0 -0.545
C 2.985 -0.291 1.730 0.1 -0.1 0.0 -0.309
F -5.521 -3.379 -0.527 0.0 0.0 0.0 0.085
C -3.278 -2.659 -0.734 0.1 0.0 0.0 -0.247
C 2.902 -2.533 -0.551 0.2 -0.1 0.1 -0.343
H 5.037 2.396 3.576 0.0 0.0 0.0 0.097
C -3.695 -1.388 1.960 0.1 0.1 0.0 -0.132
O 3.876 2.429 -1.238 0.1 0.1 0.1 0.037
H 4.700 -1.564 1.990 0.0 0.0 0.0 0.105
C 4.715 -2.594 -2.124 0.0 0.0 0.0 -0.088
C 1.983 -3.026 2.267 0.0 0.0 0.0 -0.275
C 2.422 0.953 1.981 0.0 0.0 0.0 -0.107
H 3.466 -5.922 3.212 0.0 0.0 0.0 0.096
C -4.741 0.613 -0.733 0.0 0.0 0.0 -0.028
H -3.180 2.844 -0.354 0.0 0.0 0.0 0.085
C 4.458 1.637 3.064 0.0 0.0 0.0 -0.092
As 1.921 -1.648 0.870 -0.2 0.1 -0.3 1.078
H -5.159 1.514 -1.188 0.0 0.0 0.0 0.082
O 0.237 -1.313 0.954 -0.1 0.0 0.1 -0.644
C -2.776 -0.632 1.353 0.0 0.0 0.2 -0.249
C 1.202 -3.721 4.438 0.0 -0.1 0.0 -0.086
H -2.889 -0.013 -2.698 0.0 0.0 0.0 0.075
C 3.162 1.914 2.652 0.0 0.0 0.0 -0.076
H -3.219 1.919 1.150 0.0 0.0 0.0 0.082
N 1.811 1.249 -1.231 0.1 0.0 0.0 -0.122
C -4.680 -2.158 1.243 0.0 -0.1 -0.1 -0.154
H -5.044 -0.248 -1.332 0.0 0.0 0.0 0.085
N -2.665 -0.494 -0.006 0.2 0.0 -0.1 -0.026


Entry 4:
71
Properties=species:S:1:pos:R:3:forces:R:3:lowdin_charge:R:1 method="wB97M-V/def2-TZVPD" charge=+1 molar_mass_g_mol=966.46 spin_multiplicity=4 e_above_lowest_kcal_mol=0.0 homo_lumo_gap_ev="7.82 / 4.62" lumo_energy_ev="-3.3 / -6.3"
F -2.995 -3.433 2.072 0.0 0.0 0.0 -0.108
C 4.376 -1.235 -2.676 0.0 0.0 0.0 0.002
C 3.211 -1.600 -0.608 0.3 0.1 -0.2 -0.491
H 7.088 0.758 -2.166 0.0 0.0 0.0 0.082
C 6.540 0.029 -2.759 0.0 0.0 0.0 -0.032
F -2.428 0.032 6.758 0.0 0.0 0.1 0.165
C -0.084 -1.702 3.865 0.0 0.0 0.1 -0.234
C -0.861 -0.408 -4.088 0.0 0.0 0.0 -0.078
H 0.029 1.134 -5.280 0.0 0.0 0.0 0.113
F -0.562 -3.800 4.795 0.0 0.0 0.0 0.175
H 0.073 3.267 0.940 0.0 0.0 0.0 0.118
H -3.622 -0.904 -1.412 0.0 0.0 0.0 0.156
P -2.271 -2.820 0.799 0.0 -0.2 0.0 0.187
C -2.085 1.691 -2.703 0.0 -0.1 0.0 -0.224
H -1.617 4.345 -2.291 0.0 0.0 0.0 0.103
F -1.176 1.590 4.935 0.0 0.0 0.0 0.127
H -1.358 4.675 2.392 0.0 0.0 0.0 0.117
C 5.275 -0.375 -0.624 0.0 -0.1 -0.1 0.003
H 6.219 0.502 -3.687 0.0 0.0 0.0 0.088
C -2.280 0.358 -2.309 -0.2 0.0 -0.1 -0.154
H -4.310 0.041 0.378 0.0 0.0 0.0 0.151
H 6.063 0.151 -0.097 0.0 0.0 0.0 0.124
Se 1.731 -2.387 0.247 0.0 0.0 0.1 1.071
C -1.228 1.954 -3.766 0.0 -0.1 0.0 0.002
C -0.230 -0.294 3.869 -0.1 -0.1 0.1 -0.473
F 0.736 -2.259 2.993 0.0 0.0 0.4 0.028
H -0.411 -1.221 -4.641 0.0 0.0 0.0 0.108
H 3.350 -0.200 1.933 -0.3 0.2 0.1 0.044
C 2.248 -2.538 -2.778 -0.1 0.0 0.0 -0.071
C -2.638 3.990 -2.446 0.0 0.0 0.0 -0.037
C 3.303 -1.795 -2.010 0.0 0.0 0.3 -0.289
H -4.703 2.137 1.566 0.0 0.0 0.0 0.126
H 4.446 -1.358 -3.750 0.0 0.0 0.0 0.128
C -1.021 0.279 4.897 0.0 -0.1 0.0 -0.217
H -3.741 4.101 2.740 0.0 0.0 0.0 0.111
C -3.661 2.402 1.433 0.0 0.1 0.0 -0.002
C -2.875 1.642 0.560 -0.3 -0.1 0.1 -0.147
C -1.782 3.814 1.891 0.0 0.0 0.0 -0.053
O -0.757 1.099 -0.300 0.1 0.6 0.4 -0.224
C -1.505 1.917 0.418 0.2 0.0 -0.1 -0.399
H -2.916 4.105 -3.495 0.0 0.0 0.0 0.102
O -2.768 2.635 -2.028 0.0 -0.1 0.0 -0.076
H -1.881 -1.701 -2.709 0.0 0.0 0.0 0.118
H 2.034 -3.509 -2.331 0.0 -0.1 0.0 0.073
F -2.125 -2.636 6.647 0.0 -0.1 0.1 0.202
C -1.517 -1.890 5.764 0.0 0.1 0.0 -0.090
F -2.041 -1.405 1.622 -0.1 0.1 0.0 -0.200
H 2.571 -2.704 -3.804 0.0 0.0 0.0 0.088
F -0.831 -3.329 1.336 -0.2 0.0 -0.2 -0.213
F -1.488 -2.095 -0.485 -0.1 -0.2 0.2 -0.241
C -3.483 0.535 -0.120 0.0 0.1 -0.1 0.034
H 4.213 -1.713 2.092 0.0 0.0 0.0 0.090
F -3.678 -2.222 0.246 0.0 -0.1 -0.1 -0.151
C 4.218 -0.894 0.101 -0.2 -0.1 -0.3 -0.280
H 7.230 -0.775 -3.026 0.0 0.0 0.0 0.097
C 5.370 -0.526 -2.006 0.0 0.0 0.0 -0.233
C -0.716 -2.491 4.792 0.0 0.0 -0.1 -0.128
S 0.457 0.721 2.711 0.1 0.2 0.1 0.950
H 5.108 -0.204 1.915 0.0 0.0 0.0 0.087
F -2.466 -4.137 -0.064 0.1 0.1 0.0 -0.103
C -3.128 3.498 2.085 0.0 -0.1 -0.1 -0.060
C 4.220 -0.745 1.590 0.1 -0.2 0.0 -0.055
H -3.321 4.558 -1.822 0.0 0.0 0.0 0.101
Au 0.312 -0.406 0.597 0.7 -0.3 -0.6 0.702
C -1.665 -0.502 5.823 0.0 -0.1 -0.1 -0.127
C -1.693 -0.680 -3.017 0.0 0.0 0.0 -0.016
N -3.170 -0.009 -1.258 0.0 0.2 0.0 0.164
C -0.975 3.036 1.081 0.0 0.0 0.0 -0.053
C -0.623 0.910 -4.447 0.0 0.0 0.0 -0.056
H 1.308 -1.978 -2.808 0.1 0.0 0.0 0.066
H -1.044 2.973 -4.074 0.0 0.0 0.0 0.111